Record 1
Molecular formula: C3H9N2
Method: DFT, ωB97M-V with the def2-TZVPD basis set

- 2S+1 = 1
- total charge = +1
- F_max (hartree/bohr) = 0.137
- E_tot (Eh) = -228.532349
- orbital gap (eV) = 3.59
- energy relative to the best compared isomer or geometry (same formula, charge and spin) (kcal/mol) = 285.18
- HOMO energy (eV) = -12.802

CARTESIAN COORDINATES (ANGSTROEM)
H -0.3762 -0.9743 1.1031
H 1.7075 -1.5893 0.1391
H 1.8985 0.0876 -0.6858
C 2.2014 -0.6010 0.0948
H -3.2691 -1.2682 -0.3545
N 3.3714 -0.3269 0.5936
N -0.6327 -0.5778 0.1780
H -3.4485 1.3331 0.3024
H -2.9750 0.3770 1.9141
C -1.7901 0.0568 0.0349
H -1.9542 0.3426 -1.0142
H 3.9034 1.1169 -1.8110
H 4.2142 1.5704 -1.3421
C -2.8505 0.4534 0.8476

***

Record 2
Molecular formula: C17H15BrO2Ru
Method: DFT, ωB97M-V with the def2-TZVPD basis set

- expectation value of S² = 6.08
- 2S+1 = 5
- F_max (hartree/bohr) = 0.052
- E_tot (Eh) = -3475.999319
- orbital gap (spin up / spin down) (eV) = 6.78 / 6.11
- HOMO energy (spin up / spin down) (eV) = -8.497 / -8.499

CARTESIAN COORDINATES (ANGSTROEM)
O 0.7925 -0.3414 0.7380
H -1.4811 1.6658 -2.7556
Ru 0.2111 -0.1038 -1.3627
C -2.1781 0.1771 0.1731
H 0.8391 -2.1748 2.5888
C 0.8353 -0.0736 3.1587
C 0.6092 0.4937 1.7196
H 1.0394 1.0006 6.4261
Br 0.4696 -2.2803 -2.2351
C -1.9027 -0.4796 -2.0307
C 1.7711 0.9936 -3.6815
H 2.7569 1.3564 -3.3728
H 0.6305 2.8615 -4.1626
H 0.8496 -3.0343 4.9696
C 0.1580 -0.4341 -4.5348
C 0.9084 -1.0809 5.8557
C -1.5707 1.2673 -0.5347
H -0.3223 -1.3341 -4.9289
H -2.1070 -1.0283 -2.9797
C -0.3171 0.8814 -4.6621
C -1.5271 0.9276 -1.9442
H -1.2528 1.1713 -5.1455
C 0.8545 -1.4635 3.4242
H 0.9453 -1.4494 6.8982
C 0.6773 1.7714 -4.1302
H 0.9117 1.8473 4.1072
C 0.8666 -1.9522 4.7640
H -2.7485 -1.9070 -0.4688
O 0.2217 1.6521 1.6545
C 0.9536 0.3014 5.5908
C 0.9111 0.7832 4.2796
H -1.5228 2.2692 -0.1548
H 2.1514 -1.2266 -3.7857
C -2.3070 -0.9153 -0.7224
C 1.4578 -0.3799 -3.9155
H -2.5844 0.2381 1.1604

***

Record 3
Molecular formula: C13H14EuIN3S
Method: DFT, ωB97M-V with the def2-TZVPD basis set

- expectation value of S² = 15.81
- 2S+1 = 8
- F_max (hartree/bohr) = 0.055
- E_tot (Eh) = -2074.112400
- orbital gap (spin up / spin down) (eV) = 4.41 / 5.16
- HOMO energy (spin up / spin down) (eV) = -5.180 / -6.945

CARTESIAN COORDINATES (ANGSTROEM)
I 2.8502 0.3643 1.3848
C -0.7188 -3.6628 -4.1049
H -1.2136 2.3352 3.0759
C -0.3305 -0.9088 -3.9067
H 0.4510 2.2759 3.6621
C -1.0566 -1.4354 -4.9907
H -0.8535 -4.7426 -4.1400
C -0.1680 2.8712 -4.3226
H -1.4674 -0.7363 -5.7180
H 0.6047 -1.6909 4.9182
C -0.3094 -0.0277 4.0004
H -1.7800 -3.2269 -5.9414
H -1.0632 1.2436 -5.4781
H 1.5471 2.3082 -1.4075
C -0.2249 1.8728 2.8815
H 0.4149 -3.6745 -2.2169
N 0.6190 0.8802 -2.5809
C -0.4948 1.5392 -4.5953
C -0.0115 -3.0931 -3.0409
H 1.6034 -0.9151 3.6386
C -0.0801 0.5330 -3.7019
C 0.9528 2.1595 -2.3167
H 0.1997 -1.9085 3.1931
N 0.1769 -1.7610 -2.9684
C 0.5581 3.1959 -3.1715
H 0.1113 2.2179 1.8933
C -1.2315 -2.8176 -5.0932
C 0.5831 -1.2043 3.9435
H -0.4750 3.6497 -5.0213
N -0.4001 0.4768 2.8054
S -0.9907 0.4873 5.4582
Eu 1.3773 -0.8280 -1.0109
H 0.8203 4.2229 -2.9276

***

Record 4
Molecular formula: C6H10BN
Method: DFT, ωB97M-V with the def2-TZVPD basis set

- 2S+1 = 1
- F_max (hartree/bohr) = 0.105
- E_tot (Eh) = -314.068473
- orbital gap (eV) = 8.02
- energy relative to the best compared isomer or geometry (same formula, charge and spin) (kcal/mol) = 82.38
- HOMO energy (eV) = -8.107

CARTESIAN COORDINATES (ANGSTROEM)
H -0.6018 -3.8423 -0.5093
H -0.8002 -2.6237 -1.8114
C -0.8653 -2.7777 -0.7072
N 1.4632 1.7551 0.1466
C 1.7602 2.8342 0.7286
H -1.8035 -0.5413 0.7299
H -1.8417 -2.3751 -0.4229
H 2.2212 -0.1207 0.0690
B 0.2512 -1.7476 -0.2070
C -1.2006 0.1449 0.1811
C 0.1888 -0.3051 -0.1133
C -1.7561 1.3233 0.0004
H -1.2119 2.0968 -0.4583
H 1.8550 3.7472 0.2303
C 1.3150 0.4831 0.0514
H 2.0712 2.7847 1.8417
H -2.7745 1.5335 0.1029
H 1.7300 -2.3694 0.1475

***

Record 5
Molecular formula: C2H15NO5
Method: DFT, ωB97M-V with the def2-TZVPD basis set

- 2S+1 = 1
- F_max (hartree/bohr) = 0.099
- E_tot (Eh) = -515.823619
- orbital gap (eV) = 3.42
- energy relative to the best compared isomer or geometry (same formula, charge and spin) (kcal/mol) = 211.13
- HOMO energy (eV) = -8.917

CARTESIAN COORDINATES (ANGSTROEM)
H 0.2008 0.8627 -1.1047
O -0.0382 -2.3682 -1.7718
C 1.0195 0.4806 -0.4454
O -1.6736 1.3402 0.1521
H -1.9913 0.3258 2.7612
N 1.0621 0.6216 0.9622
H -0.2638 -3.2319 -2.0953
O -1.1431 0.6403 2.4474
H 1.0841 -0.5985 -0.5811
H 1.7280 2.6094 1.0488
H -0.3173 -2.1367 -0.3831
H 0.6628 -1.2464 -2.5653
H -0.0752 2.3289 1.3230
C 0.9601 1.9753 1.4810
H 0.9142 -0.3924 -3.9859
H 0.3385 -0.0017 1.3943
H -1.6170 0.9765 1.1501
O -0.4424 -1.6989 0.5511
H -0.9979 -2.2519 1.1297
H 0.9857 1.8013 2.5617
H 1.9948 0.7549 -0.8867
O 0.9938 -0.4209 -3.0467
H -2.6305 1.2823 0.0093

***

Record 6
Molecular formula: C25H54F2N5O8PbS2
Method: DFT, ωB97M-V with the def2-TZVPD basis set

- 2S+1 = 1
- total charge = +3
- F_max (hartree/bohr) = 0.202
- E_tot (Eh) = -3048.328273
- orbital gap (eV) = 5.48
- HOMO energy (eV) = -16.133

CARTESIAN COORDINATES (ANGSTROEM)
H 2.2992 -0.6378 0.8009
C -4.1770 0.8206 -2.0254
O 3.6516 -0.5991 -1.6878
H -3.1398 2.7067 -3.8335
C -1.1334 4.0432 -1.5722
H 0.7788 -2.8826 -0.8463
N -1.5849 -1.8432 6.3002
C 5.4864 -3.5629 -1.0079
C -5.4465 -1.2297 -1.5609
C 2.4967 3.7263 -2.0599
H 1.4379 1.3323 0.0271
C 1.5963 -2.3183 -1.2964
N -4.1410 -0.4763 -1.2119
H 3.3938 2.1718 -1.0739
H -6.7989 -2.2465 -0.0749
H 6.8714 -2.3023 0.8546
O -3.6223 -1.0118 7.5413
H -5.1548 1.2928 -1.9359
F -3.0364 -0.3291 5.3465
C 2.4569 -1.6870 1.0540
C 6.2931 -1.3715 -2.0570
H -6.2847 -0.5415 -1.6578
C 5.4888 -2.0034 -0.8587
Pb -1.1399 -2.9985 4.1408
H -0.6507 4.6711 0.5031
H -1.0583 3.0196 0.3131
C -3.8132 0.6673 -3.4955
F -0.0664 -3.3579 7.4919
C -4.3460 -0.2539 0.2365
H 6.5265 -3.8795 -0.9235
C 2.4672 2.2895 -1.6394
C 1.9271 4.4603 -0.8441
H 0.9771 4.3470 1.8222
H 3.3169 -1.6503 1.7237
H -5.7052 -1.1938 1.5724
H 6.0453 -1.8532 -3.0034
C 1.2413 3.3851 1.3828
H -5.2828 -1.7983 -2.4745
H 1.9565 -2.8111 -2.1975
H -0.4538 4.7029 -2.1148
H 4.7537 -4.1693 0.9728
C -5.7629 -2.1363 -0.3900
C 6.1347 -1.5970 0.4720
O -1.9282 0.6888 7.0724
H -4.8251 2.4888 -4.1059
H 1.6230 -2.1253 1.6012
O -0.8335 -0.2678 3.4425
O -1.8434 -2.6144 8.8200
N 0.9439 3.4483 -0.1222
H -4.3700 -0.1515 -3.9546
H -3.0878 3.8569 -0.8606
H 1.4059 5.3774 -1.1086
C -5.0063 -1.5036 0.7969
H -1.0872 3.0723 -2.0692
H 5.4633 -1.6299 1.3337
H 2.6946 -4.5310 -1.0221
H 7.3821 -1.3966 -2.0280
H -3.4251 -0.0518 0.7817
H 4.7211 -5.4089 -0.2800
H 3.4729 4.1544 -2.2826
C 4.5529 -4.3510 -0.0850
O 0.0501 -1.0878 8.1861
C 2.8085 -2.3527 -0.3100
H -4.2522 -2.1527 1.2427
H 6.4597 -0.5591 0.4195
C 3.1034 -3.8769 -0.2484
H -3.6228 1.8629 -5.2834
H 0.5760 2.6452 1.8243
H 1.1129 -1.3580 -1.4756
H 2.4897 -4.3351 0.5309
H -5.1000 0.5198 0.3797
N 3.9957 -1.6088 -0.9680
H 2.7117 4.5571 -0.0953
O -1.1002 -1.5495 1.8302
H 1.8110 4.0239 -2.8547
C 1.2493 2.0727 -0.7491
H -3.0473 4.6806 -2.3930
H -2.8005 0.2755 -3.6183
C -0.5437 3.8390 -0.1928
H 6.0578 -0.3119 -2.1595
C -3.8625 1.9912 -4.2291
H 5.2497 -3.8302 -2.0397
H -3.4726 1.4763 -1.5104
S -2.4485 -0.6463 6.8066
H 0.3513 1.6825 -1.2269
H -1.9998 -0.7028 -1.3617
H 2.2910 3.2401 1.6328
C -2.9030 -1.3004 -1.4790
H -2.5126 5.5631 -0.9541
H -5.3908 -3.1462 -0.5623
H -2.8863 -2.1325 -0.7770
C -2.5241 4.5892 -1.4418
N -0.8134 -0.3894 2.2121
H 2.5732 1.6681 -2.5282
O -0.4325 0.4520 1.3966
H -2.8926 -1.6991 -2.4919
S -0.9370 -2.0492 7.8462